Density functional theory data (ωB97M-V with the def2-TZVPD basis set) for 8 unconnected molecules or ions with the total composition C18H55BO7 in a non-equilibrium geometry.

Values from the calculation:
spin multiplicity	1
highest occupied orbital energy	-9.3	eV
molecular weight	394.4	g/mol
relative energy (zero: lowest compared OMol25 entry of this formula, charge and spin)	1.619	eV
Kohn-Sham gap	9.8	eV

Each line ends with the Löwdin charge.
Cartesian coordinates (Å):
O 2.17655 0.81694 1.20542  -0.1168
O -0.79828 -0.10987 -0.08606  0.1443
O 1.74361 -0.06162 -1.14296  -0.1028
O -2.07987 -2.10962 3.35843  -0.0962
O -1.38150 -2.57303 -0.68930  -0.0842
O -0.67505 3.07509 -1.40870  -0.0933
O -2.37884 2.17206 -4.08516  -0.0569
C 4.02769 0.30979 -1.77644  -0.0477
C 2.09094 3.25110 0.97870  -0.0400
C 2.46313 -1.07350 -3.18334  -0.0509
C -1.64936 4.00085 -0.90082  -0.4603
C -0.89490 -2.66890 5.41765  -0.0593
C 3.61345 2.09799 2.65319  -0.0404
C -0.87105 0.39646 -3.55900  -0.0526
C -0.91320 5.30803 -0.64476  -0.0565
C 2.95939 2.03207 1.29069  -0.4642
C -1.34470 -4.82955 0.05954  -0.0517
C 2.87361 -0.68316 -1.77749  -0.4640
C -1.18782 -3.06454 3.98366  -0.4788
C -3.12811 0.47679 -2.54529  -0.0564
C -2.33377 0.75798 -3.80090  -0.4623
C -0.63177 -4.25229 -2.24483  -0.0529
C -0.61183 -3.79226 -0.78624  -0.4240
C -2.22165 3.39967 0.38564  -0.0312
C 0.11704 -3.17691 3.19382  -0.0596
B -0.43915 0.46978 2.72788  -0.3361
H -2.40174 4.03989 -1.69593  0.1282
H -2.26346 -2.66308 -1.06173  0.1118
H -1.55702 -1.29608 3.16142  0.0040
H -0.00176 5.17323 -0.06597  0.0696
H -0.83422 -0.60859 -3.13059  0.0694
H 1.56971 3.17730 0.02735  0.0671
H -0.30788 0.37942 -4.49114  0.0828
H -0.74589 -5.71575 0.27883  0.0901
H -3.31383 -0.59137 -2.41860  0.0755
H -0.25390 -3.55792 -2.99277  0.0689
H -1.66359 3.81665 1.22583  0.0807
H -3.30824 2.42363 -4.09545  0.0817
H -0.76736 0.04787 3.74851  -0.0044
H 0.21651 -0.31368 2.18453  -0.0103
H -0.37074 -1.71635 5.48738  0.0761
H -0.70315 0.08791 0.91945  0.0451
H -3.25165 3.74807 0.47699  0.0815
H 4.14337 3.05934 2.67800  0.0823
H -1.68626 -4.02359 3.83294  0.1275
H 4.30071 1.31462 2.94742  0.0817
H 3.15326 -1.56437 -1.18989  0.1383
H 4.41836 0.64010 -0.81149  0.0620
H -2.22787 -5.22213 -0.44957  0.0816
H -1.69752 -4.35860 0.97761  0.0725
H 0.09726 -5.07666 -2.26994  0.0887
H 2.27227 -0.13925 -3.71970  0.0804
H 2.00999 0.07623 -0.20967  0.0329
H 0.38146 -3.51870 -0.43862  0.1426
H 3.68623 1.96610 0.47105  0.1114
H 1.31990 3.23723 1.75966  0.0768
H -0.33521 3.36010 -2.26219  0.0873
H -0.79953 -1.11177 -0.19709  0.1075
H -2.74214 0.19648 -4.64373  0.1319
H 0.16968 1.42651 2.96380  -0.0077
H 1.47779 0.95384 1.90167  0.0268
H -2.17344 2.31614 0.45714  0.0549
H 0.61872 -2.21250 3.27818  0.0639
H -1.55139 -4.76617 -2.51887  0.0801
H -0.01975 0.28205 -0.54475  0.1067
H 2.64286 4.17710 1.13789  0.0845
H -1.85087 -2.48824 5.91458  0.0800
H 2.78069 2.27865 3.34093  0.0863
H 0.73387 -3.97111 3.61545  0.0821
H -2.63388 0.87292 -1.65476  0.0638
H -1.34393 0.77711 2.07129  -0.0001
H -4.09373 0.99273 -2.51954  0.0821
H 4.93311 -0.10277 -2.22985  0.0839
H -0.45362 1.07312 -2.81619  0.0595
H -0.34149 -3.45819 5.92650  0.0772
H 3.63294 1.17537 -2.31213  0.0915
H 3.23568 -1.57331 -3.76755  0.0827
H -1.53933 6.08115 -0.19185  0.0829
H 1.55933 -1.67995 -3.21961  0.0603
H -0.03259 -3.31729 2.12245  0.0524
H -0.61128 5.72720 -1.61100  0.0780

Density functional theory data (ωB97M-V with the def2-TZVPD basis set) for C4H7FN2 in the gas phase in a non-equilibrium geometry.

Values from the calculation:
spin multiplicity	1
highest occupied orbital energy	-9.6	eV
molecular weight	102.1	g/mol
relative energy (zero: lowest compared OMol25 entry of this formula, charge and spin)	4.455	eV
Kohn-Sham gap	10.6	eV

Each line ends with the natural charge from an NBO analysis.
Cartesian coordinates (Å):
F -1.72757 0.42468 -1.50484  -0.2824
N 1.33953 0.05153 0.17321  -0.4333
N -0.85892 0.54837 -0.33113  -0.0426
C 2.72736 0.39366 -0.11064  -0.4205
C -1.48533 -0.67710 0.62762  -0.0306
C -2.78186 -0.76769 0.86213  -0.4090
C 0.49025 0.44734 -0.68561  0.2194
H 3.08256 1.27849 0.27515  0.2007
H -3.05093 -1.40856 1.63260  0.2039
H -0.75970 -1.30464 1.14673  0.2258
H -3.69644 -0.35228 0.45973  0.2245
H 3.27062 -0.38923 0.21860  0.2003
H 2.86283 0.63007 -1.16330  0.1725
H 0.58758 1.12536 -1.60026  0.1711

Density functional theory data (ωB97M-V with the def2-TZVPD basis set) for a molecular structure, C16H30HgNOP in a non-equilibrium geometry.

Values from the calculation:
spin multiplicity	1
highest occupied orbital energy	-7.3	eV
molecular weight	484.0	g/mol
Kohn-Sham gap	7.6	eV

Each line ends with the natural charge from an NBO analysis.
Cartesian coordinates (Å):
Hg 0.03028 -0.05160 -0.10667  1.3402
P -0.17841 -2.06928 -1.69569  0.7471
O -1.36093 -0.71862 1.67300  -0.9445
N 3.83369 1.03135 -0.54765  -0.4696
C -1.67474 -2.32766 -2.67699  -0.9560
C 1.28920 -2.49461 -2.66725  -0.9572
C -2.40821 0.06744 2.11476  0.1012
C 2.92879 0.26452 1.68804  -0.4301
C 2.69725 -3.46491 2.20329  -0.2157
C 2.94347 1.27715 0.52493  -0.1760
C 2.44914 -1.15449 1.49399  -0.0652
C 0.98275 -2.87895 0.60634  0.0365
C 4.17476 -0.26128 -1.04843  -0.3906
C -3.63309 -0.06041 1.20739  -0.6236
C -2.00368 1.51037 2.42075  -0.6250
C -0.13726 -3.29027 -0.32986  -0.7592
C 4.12160 2.12824 -1.42909  -0.3894
C 3.10738 -2.13976 2.25412  -0.2173
C 1.62802 -3.83954 1.39069  -0.2375
C 1.36814 -1.53847 0.70815  -0.4958
H 2.31964 0.74463 2.47405  0.2305
H 3.37391 2.26137 -2.23355  0.1554
H 4.16289 3.05949 -0.84800  0.1950
H 3.95333 0.22737 2.08997  0.2140
H 1.30379 -4.87769 1.34927  0.2056
H -1.73465 2.04038 1.49670  0.1688
H -3.38710 0.26072 0.18762  0.1737
H -2.72360 -0.35432 3.09844  0.1340
H -1.13001 1.51954 3.07930  0.2132
H 1.42711 -1.72598 -3.43854  0.2392
H 3.28547 2.24164 0.95142  0.1942
H -1.11940 -3.23696 0.16550  0.2688
H 3.21635 -4.20267 2.81131  0.2109
H -4.47838 0.53430 1.56813  0.1969
H 1.92007 1.49096 0.14050  0.1190
H 0.00139 -4.29836 -0.75208  0.2247
H 3.41961 -0.68273 -1.74120  0.1536
H 4.33646 -0.97769 -0.23507  0.2128
H 5.10996 -0.13947 -1.61820  0.1909
H -0.02198 1.39435 -1.25642  -0.0121
H 3.94595 -1.83430 2.88586  0.2036
H -1.73560 -3.36288 -3.04969  0.2229
H -0.82105 1.35801 -1.00843  0.0124
H 5.09281 1.94956 -1.90577  0.1955
H 2.19009 -2.52353 -2.04185  0.2659
H -1.65191 -1.62868 -3.52922  0.2415
H -2.56360 -2.10039 -2.06550  0.2583
H -2.81780 2.05348 2.91121  0.2017
H 1.15602 -3.47720 -3.14383  0.2283
H -3.94098 -1.10937 1.15043  0.2085

Density functional theory data (ωB97M-V with the def2-TZVPD basis set) for a molecular structure, C31H28As2FeNO6P2S5.

Values from the calculation:
net charge	-2
spin multiplicity	6
highest occupied orbital energy (spin up / spin down)	-2.7 / -2.8	eV
molecular weight	938.5	g/mol
relative energy (zero: lowest compared OMol25 entry of this formula, charge and spin)	0.000	eV
<S²>	8.7705
Kohn-Sham gap (spin up / spin down)	6.8 / 6.3	eV

Each line ends with the Mulliken spin population.
Cartesian coordinates (Å):
As -1.13590 0.15974 3.69482  0.0110
As -1.83714 4.61524 -0.68619  -0.0532
Fe -1.20542 1.83902 0.74030  3.8345
S -3.60793 -0.85893 1.25971  0.0023
S -3.06469 6.33067 -0.27039  0.5827
S -2.87098 2.72537 -0.78187  0.0613
S -1.35802 5.53410 -2.56192  0.4719
S -0.19500 4.21553 0.63402  0.0506
P -0.00837 -1.62872 -0.20297  -0.0070
P 1.02183 1.05967 -0.32735  -0.0439
O -0.59853 -1.46192 3.22054  0.0020
O -2.51318 0.08789 0.99759  -0.0301
O -4.81341 -0.57344 0.51380  0.0007
O -0.49479 0.43970 5.17793  0.0036
O -3.18759 -2.24424 1.23240  0.0019
O -0.61536 1.22366 2.51830  0.0507
N 1.45997 -0.62050 -0.12926  0.0336
C 0.12900 -1.82703 -3.07611  0.0011
C -1.94009 -0.00103 -3.39632  -0.0018
C 1.99613 2.04363 -4.71895  0.0088
C -3.46752 0.21796 5.20995  0.0002
C 2.26792 0.58327 -2.82655  0.0031
C -0.26226 -1.43751 -4.34491  0.0003
C 2.15354 -0.90112 1.14741  -0.0036
C 2.56437 0.91557 -4.14036  -0.0015
C -4.00211 -0.48193 2.97226  -0.0030
C 4.50281 3.19551 1.84195  0.0002
C 1.40597 1.38152 -2.08106  0.0219
C 2.53700 -4.82320 -1.01299  0.0001
C -0.06220 -4.35919 -0.15725  0.0002
C -0.50515 -1.30340 -1.94853  0.0136
C 3.61572 2.19926 -0.15889  -0.0035
C 2.42020 1.91848 0.49653  -0.0045
C -5.32800 -0.63742 3.35388  0.0003
C -5.72536 -0.37115 4.65496  0.0001
C 2.27006 2.29697 1.82981  0.0052
C -3.05881 -0.04883 3.90457  0.0061
C -4.79345 0.06113 5.58529  -0.0001
C -1.56449 -0.41577 -2.12374  0.0062
C 1.12839 2.83745 -3.98177  -0.0175
C 0.77225 -3.27729 -0.44194  -0.0023
C 1.69326 -5.89489 -0.75161  0.0000
C 4.65333 2.83271 0.51077  -0.0001
C 0.83281 2.50587 -2.66837  -0.0204
C 2.07668 -3.52196 -0.86094  -0.0008
C 3.30959 2.92759 2.49742  0.0026
C -1.28582 -0.50861 -4.50552  0.0015
C 0.39262 -5.65960 -0.32446  0.0000
H 0.66696 3.71509 -4.41758  -0.0186
H 2.73140 -2.68081 -1.06246  -0.0005
H 1.61202 -0.52008 2.01785  -0.0003
H -5.09448 0.28157 6.60261  0.0000
H -2.71523 0.54315 5.91828  0.0003
H -2.73392 0.72737 -3.49997  0.0017
H -6.04032 -0.94877 2.60138  0.0000
H -6.76502 -0.49163 4.93643  0.0000
H 2.69311 -0.30046 -2.36711  0.0002
H -1.06741 -4.16260 0.20495  0.0000
H 1.33727 2.09790 2.34569  -0.0020
H 3.55634 -5.00148 -1.33586  0.0000
H 5.30892 3.69930 2.36252  0.0001
H -0.26604 -6.49191 -0.10658  0.0000
H 2.22366 2.29805 -5.74776  0.0007
H 2.25069 -1.98156 1.26210  0.0001
H 2.05207 -6.91045 -0.87077  0.0000
H -2.08781 -0.03750 -1.25551  -0.0129
H 0.24697 -1.83712 -5.21476  0.0000
H 3.15232 -0.46825 1.12892  0.0003
H 3.73870 1.93640 -1.20146  -0.0002
H 0.94213 -2.53341 -2.95999  -0.0001
H 3.23163 0.28516 -4.71731  -0.0001
H 3.17340 3.21923 3.53125  -0.0002
H 0.15842 3.13155 -2.09922  0.0464
H -1.56744 -0.18152 -5.49970  0.0001
H 5.57606 3.05112 -0.01388  0.0001
H -0.01630 -1.72816 3.94389  0.0003

Density functional theory data (ωB97M-V with the def2-TZVPD basis set) for a gas-phase ion, C8H12N3 (charge +1) in a non-equilibrium geometry.

Values from the calculation:
net charge	+1
spin multiplicity	3
highest occupied orbital energy (spin up / spin down)	-12.2 / -12.8	eV
molecular weight	150.2	g/mol
relative energy (zero: lowest compared OMol25 entry of this formula, charge and spin)	5.274	eV
<S²>	2.0179
Kohn-Sham gap (spin up / spin down)	9.1 / 6.2	eV

Each line ends with the Mulliken spin population.
Cartesian coordinates (Å):
N -1.15261 0.07491 0.07595  0.0173
N 2.95790 1.47674 -0.24356  -0.0300
N 3.93705 0.62798 0.11006  0.0772
C -1.40284 -0.22062 -1.33799  0.0457
C 1.81487 0.78797 -0.26001  0.9394
C 1.98089 -0.49338 0.08331  -0.0196
C -0.36580 -0.87355 0.90966  0.0453
C -0.59671 1.38701 0.07733  0.8909
C 3.41513 -0.56330 0.29956  0.0338
C -0.99040 2.52529 0.59019  -0.0707
C 0.88679 -1.48763 0.37499  0.0010
H -1.98202 2.56648 0.90523  0.0382
H -1.68377 0.65867 -1.95585  -0.0059
H 1.20686 -2.11145 1.33493  -0.0018
H -1.19717 -1.63805 0.93816  -0.0002
H 0.76058 -2.26012 -0.42458  -0.0023
H -0.47374 -0.65659 -1.77771  -0.0042
H -0.18726 -0.50178 2.04406  -0.0071
H 4.10165 -1.31890 0.56537  0.0041
H -2.06981 0.26573 0.52384  0.0250
H -0.58453 3.51379 0.29555  0.0281
H -2.24171 -0.95210 -1.36089  -0.0006
H 3.34768 2.40195 -0.57627  -0.0036

Density functional theory data (ωB97M-V with the def2-TZVPD basis set) for a molecular structure, C24H43Cl2N4O4SiYb in a non-equilibrium geometry.

Values from the calculation:
spin multiplicity	2
highest occupied orbital energy (spin up / spin down)	-7.9 / -7.9	eV
molecular weight	723.7	g/mol
relative energy (zero: lowest compared OMol25 entry of this formula, charge and spin)	0.000	eV
<S²>	0.7507
Kohn-Sham gap (spin up / spin down)	8.3 / 8.1	eV

Each line ends with the Mulliken spin population.
Cartesian coordinates (Å):
Yb 0.32735 0.66298 0.93013  1.0094
Cl -0.22815 2.97827 -2.45163  0.0000
Cl -1.78093 2.16705 0.35749  0.0007
Si -0.36177 4.95512 -1.65456  -0.0002
O 2.41094 0.20484 0.11545  -0.0005
O 1.36231 2.27429 2.36447  -0.0011
O 0.84090 -1.32715 2.18110  -0.0004
O -0.28613 -0.79107 -0.76008  -0.0062
N -2.56715 0.85749 3.36452  0.0002
N 0.25478 3.80898 3.69625  0.0003
N 2.52102 -1.05608 -1.79225  0.0001
N 0.16246 -3.29409 3.12446  0.0000
C -1.22899 -1.67246 -1.19969  -0.0009
C -2.15325 -5.12638 0.15855  -0.0002
C -0.67624 -2.69106 -3.43842  -0.0002
C 1.07095 3.54614 4.88187  -0.0001
C -1.11725 -3.07988 -0.57201  -0.0002
C 2.09766 0.02311 -2.66842  -0.0002
C -0.91349 -5.75180 0.24514  0.0003
C -1.17635 -1.64918 -2.73165  -0.0005
C 1.40941 5.21101 -1.10993  0.0000
C 1.48110 -3.69548 3.61091  0.0000
C 2.91985 -2.29765 -2.42934  0.0000
C -0.75638 6.30857 -2.91219  0.0000
C -1.58921 -0.34919 -3.32861  0.0002
C 0.24444 -5.01414 -0.03019  -0.0002
C -0.93823 -4.19039 3.44555  0.0000
C -0.05068 -2.12035 2.53505  0.0000
C -0.39918 -2.65928 -4.90991  0.0000
C -2.26929 -3.79699 -0.22730  0.0002
C -0.88130 4.72659 3.82384  -0.0001
C 0.51862 3.19563 2.54047  -0.0010
C 2.71094 -0.85035 -0.47084  -0.0001
C 0.14077 -3.67163 -0.42733  0.0001
C -1.69287 5.32619 -0.37752  -0.0001
C -1.65012 0.64665 2.65989  -0.0008
H -1.10126 -3.31313 -5.45071  0.0000
H -3.05959 -5.69175 0.37279  0.0000
H 1.22222 -5.48837 0.03791  0.0000
H 3.35359 -2.96392 -1.67310  0.0000
H -0.11541 3.50897 1.68009  0.0010
H 0.60980 -3.05014 -5.10794  0.0000
H -1.85200 -3.79333 2.98429  0.0000
H -1.45219 6.26701 0.14982  0.0000
H 3.16627 -1.71292 0.05151  -0.0001
H -0.85120 -6.81581 0.49335  0.0000
H 2.00138 5.52091 -1.98677  0.0000
H 2.22977 -2.95812 3.31831  0.0000
H -1.58560 0.40347 -2.52614  -0.0002
H -2.60077 -0.39820 -3.75574  0.0000
H -1.74742 6.18442 -3.36096  0.0000
H -2.67378 5.45447 -0.85685  0.0000
H -2.20187 -1.23219 -0.92995  0.0004
H 2.04798 -2.79688 -2.88549  0.0000
H 1.30401 -0.34774 -3.33468  0.0001
H 1.83736 4.28744 -0.69402  0.0000
H -0.46673 -1.64981 -5.33484  0.0000
H -1.06401 -4.24894 4.53579  0.0000
H 1.44715 -3.79472 4.70152  0.0000
H -1.13112 -1.88135 2.36962  0.0000
H 1.02808 -3.07128 -0.66258  0.0002
H -0.76446 7.26614 -2.36004  0.0000
H 3.65884 -2.10372 -3.22499  0.0000
H 2.94281 0.34870 -3.29873  0.0000
H -3.25088 -3.32745 -0.30257  -0.0001
H -0.90678 -0.00231 -4.11797  0.0000
H -1.51122 4.42922 4.66992  0.0000
H -1.78536 4.51842 0.36339  0.0002
H -0.01049 6.39764 -3.70834  0.0000
H -1.45424 4.67555 2.89760  0.0000
H -0.47695 -3.63917 -2.93371  0.0000
H 1.73117 -4.68132 3.20358  0.0000
H 1.45706 6.00894 -0.35633  0.0000
H 1.71848 0.86508 -2.08265  0.0001
H 1.63902 4.44292 5.16112  0.0000
H -0.53512 5.75562 3.99028  0.0000
H 0.43087 3.28321 5.73240  0.0000
H -0.73103 -5.19230 3.04996  0.0000
H 1.74715 2.72835 4.63854  0.0000